## a
Computed, not measured: C5H6O as an isolated structure, with ωB97M-V/def2-TZVPD.

Output
2S+1: 1
HOMO level in eV: -9.304
Total charge: 0

Element x y z (Å)
C1 -0.18 0.10 1.06
C2 -1.12 0.52 -0.07
C3 -0.13 -0.15 -1.00
H1 2.11 0.07 -0.94
H2 -0.27 -0.25 -2.08
C4 1.20 0.13 -0.34
C5 0.44 -1.01 0.18
H3 -0.57 -0.04 2.07
H4 0.85 -1.96 0.50
O1 0.99 0.95 0.86
H5 -1.25 1.60 -0.19
H6 -2.09 0.01 -0.05

## b
Computed, not measured: C5H6O as an isolated structure, with ωB97M-V/def2-TZVPD.

Output
2S+1: 1
HOMO level in eV: -8.477
Total charge: 0

Element x y z (Å)
H1 -1.11 -1.63 0.79
H2 -2.24 -0.40 0.18
H3 3.25 -1.14 -0.69
O1 -0.25 0.89 1.33
H4 -0.72 1.17 -0.63
H5 -1.27 -1.37 -0.97
C1 -0.34 1.97 0.45
C2 2.27 -0.76 -0.48
C3 -0.16 0.17 0.10
C4 -1.27 -0.88 0.01
H6 0.68 2.26 0.13
C5 1.18 -0.30 -0.22

## c
Computed, not measured: C5H6O in the gas phase, with ωB97M-V/def2-TZVPD.

Output
2S+1: 1
HOMO level in eV: -8.589
Total charge: 0

Element x y z (Å)
H1 0.51 -1.70 0.20
C1 0.39 0.20 -0.86
O1 0.21 -0.31 -2.16
H2 2.05 -1.16 -0.50
H3 1.42 -0.38 0.96
H4 1.03 1.11 -0.90
H5 -0.59 0.14 -2.48
C2 -0.89 0.75 -0.38
H6 -2.01 1.02 3.08
C3 -1.21 0.83 0.94
C4 -1.62 0.91 2.09
C5 1.14 -0.83 0.00

Stability, highest: a

## a
Computed, not measured: C5H6O in the gas phase, with ωB97M-V/def2-TZVPD.

Output
2S+1: 1
HOMO level (spin up / spin down) in eV: -8.369 / -8.369
Total charge: 0

Element x y z (Å)
H1 2.77 -0.48 -0.21
H2 -0.17 1.53 -0.98
H3 -2.61 -0.63 1.83
H4 1.85 0.32 -1.49
O1 0.18 -0.93 1.14
C1 0.58 -0.18 0.17
C2 -0.32 0.78 -0.22
C3 -1.86 -0.53 1.03
C4 -1.57 0.59 0.36
H5 1.65 -1.41 -1.22
C5 1.80 -0.45 -0.71
H6 -2.30 1.39 0.30

## b
Computed, not measured: C5H6O in the gas phase, with ωB97M-V/def2-TZVPD.

Output
2S+1: 1
Structure (SMILES): Cc1ccco1
HOMO level in eV: -8.488
Total charge: 0

Element x y z (Å)
O1 0.05 -0.19 1.25
C1 -1.62 1.00 -0.07
H1 0.23 -0.38 -2.01
H2 -2.62 0.63 0.19
H3 -1.38 1.82 0.62
C2 1.52 -0.91 -0.26
C3 0.36 -0.43 -0.93
H4 1.94 -0.88 1.92
H5 2.38 -1.37 -0.72
C4 1.30 -0.71 1.06
C5 -0.49 0.03 0.02
H6 -1.65 1.41 -1.08

## c
Computed, not measured: C5H6O in the gas phase, with ωB97M-V/def2-TZVPD.

Output
2S+1: 1
Structure (SMILES): OC=C=C1CC1
HOMO level in eV: -8.456
Total charge: 0

Element x y z (Å)
O1 -2.83 -1.38 0.37
C1 -0.75 -0.23 0.49
H1 1.49 2.10 0.13
C2 0.36 0.22 0.00
H2 0.85 1.74 -1.54
H3 -2.47 -1.69 -0.47
H4 2.53 -0.21 0.25
C3 1.12 1.35 -0.57
H5 -2.06 -0.60 2.09
H6 1.85 -0.60 -1.39
C4 1.73 -0.04 -0.47
C5 -1.84 -0.71 1.03

Stability, highest: b

## a
Computed, not measured: C5H6O in the gas phase, with ωB97M-V/def2-TZVPD.

Output
2S+1: 1
Structure (SMILES): C#C[C@@H]1C[C@@H]1O
HOMO level in eV: -9.689
Total charge: 0

Element x y z (Å)
H1 -1.87 0.08 1.26
H2 3.18 0.88 -1.07
C1 0.18 -0.48 0.62
C2 1.36 0.11 0.05
C3 -0.85 -0.97 -0.39
C4 -1.15 0.22 0.45
H3 0.32 -1.05 1.53
O1 -1.24 1.49 -0.11
C5 2.32 0.56 -0.53
H4 -0.34 1.84 -0.19
H5 -1.34 -1.92 -0.21
H6 -0.59 -0.76 -1.42

## b
Computed, not measured: C5H6O as an isolated structure, with ωB97M-V/def2-TZVPD.

Output
2S+1: 1
HOMO level in eV: -8.043
Total charge: 0

Element x y z (Å)
C1 0.23 -1.01 0.14
C2 -0.80 0.71 -0.01
H1 -1.30 -0.72 -1.65
C3 1.50 -0.33 -0.18
H2 2.39 -0.66 0.36
O1 -1.61 1.78 0.12
C4 -0.91 -0.45 -0.68
H3 0.11 -1.82 0.85
C5 0.47 0.41 0.70
H4 -2.47 1.43 -0.16
H5 1.66 -0.01 -1.21
H6 0.73 0.68 1.72

## c
Computed, not measured: C5H6O as an isolated structure, with ωB97M-V/def2-TZVPD.

Output
2S+1: 1
HOMO level in eV: -8.312
Total charge: 0

Element x y z (Å)
C1 -0.46 1.32 -0.32
H1 1.78 -1.19 1.10
H2 0.44 1.71 -0.80
H3 -0.04 -1.93 -0.04
H4 -1.97 -0.37 -0.84
C2 -0.96 -0.03 -0.67
C3 1.85 -0.26 0.47
C4 0.17 -0.90 -0.32
H5 -0.75 0.08 1.65
O1 1.45 -0.69 -0.82
C5 -0.31 0.21 0.67
H6 -1.22 2.06 -0.09

## d
Computed, not measured: C5H6O in the gas phase, with ωB97M-V/def2-TZVPD.

Output
2S+1: 1
Structure (SMILES): C#CC1(O)CC1
HOMO level in eV: -9.499
Total charge: 0

Element x y z (Å)
H1 0.94 -1.64 1.03
C1 0.67 0.85 -0.93
C2 0.71 1.03 0.56
C3 -2.32 -1.12 0.04
H2 1.60 0.66 -1.46
H3 1.66 0.80 1.03
H4 0.09 1.79 1.04
H5 -3.30 -1.56 0.07
O1 1.06 -1.32 0.13
C4 0.17 -0.24 -0.02
C5 -1.22 -0.65 0.00
H6 -0.07 1.41 -1.49

Stability, highest: a

## a
Computed, not measured: a 2-piece molecular cluster, C4H10N2O overall, with ωB97M-V/def2-TZVPD.

Output
2S+1: 1
HOMO level in eV: -7.893
Total charge: 0

Element x y z (Å)
H1 1.84 0.06 -0.39
H2 -0.05 -0.78 2.43
H3 -1.53 2.79 -2.31
H4 -0.50 1.01 0.95
H5 0.82 1.25 -1.01
H6 -1.89 0.65 -1.44
C1 0.75 -0.55 1.69
H7 -0.22 -1.76 -0.36
N1 1.44 -1.65 1.17
C2 -0.60 -0.74 -0.39
N2 1.30 0.89 -0.17
C3 -1.62 -0.42 -1.20
O1 -1.29 2.27 -1.53
C4 0.12 0.21 0.54
H8 1.42 0.20 2.15
H9 1.98 -2.26 1.79
H10 -1.98 -1.17 -1.91

## b
Computed, not measured: C4H10N2O in the gas phase, with ωB97M-V/def2-TZVPD.

Output
2S+1: 1
Structure (SMILES): NCCCNC=O
HOMO level in eV: -9.393
Total charge: 0

Element x y z (Å)
H1 -0.99 -0.39 1.10
H2 -1.92 0.30 -2.18
N1 1.17 -0.71 2.43
C1 -1.32 1.05 -1.66
C2 1.67 -0.79 1.07
H3 -1.53 -1.17 -0.33
H4 1.01 -1.58 -0.89
H5 -0.14 1.44 -0.18
N2 -0.49 0.63 -0.66
C3 -0.68 -0.62 0.08
H6 1.00 0.21 2.77
H7 2.48 -1.51 1.07
C4 0.61 -1.43 0.11
H8 0.47 -2.47 0.43
O1 -1.41 2.23 -1.97
H9 1.77 -1.19 3.07
H10 1.91 0.19 0.64

Stability, highest: b